The following is a DFT calculation (ωB97M-V with the def2-TZVPD basis set) of a molecular structure, C22H53N7O14Zn2 at a distorted geometry.

Structure (XYZ):
```
98
Properties=species:S:1:pos:R:3:forces:R:3:mulliken_spin:R:1
Zn -0.31630 1.55697 -1.72973 -1.493 0.289 1.707 -0.046
Zn 1.81849 -0.64029 -1.63833 -1.186 -2.002 1.567 -0.041
C 0.21399 0.07149 0.24742 3.690 3.771 -4.161 0.004
O 0.12064 1.30178 0.20551 -1.741 7.604 5.923 0.038
O 1.33071 -0.39362 0.36924 6.884 -3.985 6.670 0.016
O -0.18283 -0.28773 -0.83402 -7.759 -7.060 -9.242 0.005
C 1.10176 0.74511 -3.60223 -3.246 -0.243 4.148 -0.018
O 0.00963 1.24277 -3.68618 -4.938 3.752 -5.282 0.237
O 1.23706 -0.43558 -3.63102 2.561 -7.420 -4.870 0.382
O 1.56280 1.09001 -2.48295 5.708 4.621 3.942 0.403
C 2.96450 2.16025 2.54491 -0.145 1.230 0.446 0.000
O 3.70676 2.79941 3.20217 2.798 2.693 2.464 0.000
N 2.15036 2.67539 1.65922 -1.560 2.500 -2.760 0.000
N 2.79650 0.90319 2.68993 -0.375 -5.882 0.326 0.000
H 1.50712 2.09977 1.13480 -0.547 0.307 0.091 -0.005
H 1.98889 3.66151 1.80615 0.003 -0.207 -0.447 0.000
H 3.12948 0.42716 3.51614 0.111 0.153 -0.457 0.000
H 2.25081 0.44593 1.97351 -0.117 -0.591 0.453 0.001
C 1.86252 -3.59141 2.00899 -0.230 2.818 -1.484 0.000
O 1.73500 -3.93503 0.84458 0.116 -0.798 -1.347 0.000
N 1.75975 -4.32638 3.04624 -0.341 -5.051 3.228 0.000
N 2.02425 -2.32831 2.37701 0.841 2.593 -0.257 0.000
H 1.81193 -4.00370 4.00189 -0.051 -0.081 -0.456 0.000
H 1.67749 -5.31788 2.87227 -0.001 0.072 0.382 0.000
H 2.26906 -2.08206 3.32545 -0.247 0.107 -0.382 0.000
H 1.94151 -1.61786 1.66392 -0.060 0.188 0.122 -0.001
C 4.39538 0.76982 -0.76973 0.316 0.557 1.378 -0.001
O 3.66994 -0.38036 -1.18096 1.967 -0.166 -0.869 -0.016
C 4.25483 -1.69954 -0.91994 -1.010 0.025 0.068 0.001
C 3.61795 -2.60998 -1.95463 0.703 -0.112 0.070 -0.006
N 2.13617 -2.64275 -1.79052 1.497 -0.121 -0.715 0.026
C 1.50672 -3.39043 -2.86647 -1.936 -0.985 -0.494 -0.003
C 1.71756 -4.93277 -2.84676 1.425 -0.279 -0.358 0.001
O 1.79746 -5.36213 -4.15736 1.046 1.061 -2.457 0.000
C 2.45162 -6.58231 -4.46748 -1.725 -1.252 0.775 0.000
H 4.75746 0.53367 0.23088 0.145 0.381 0.115 0.000
H 3.75091 1.64588 -0.69697 -0.465 -0.377 0.071 0.001
H 5.23208 1.11896 -1.37484 0.044 -0.834 -0.540 -0.001
H 3.92363 -1.94872 0.08818 0.146 -0.236 0.143 0.000
H 5.33997 -1.78727 -0.97361 -0.014 0.696 -0.174 0.000
H 4.10363 -3.58408 -1.89706 -0.306 -0.273 0.281 0.000
H 3.91069 -2.25096 -2.94129 -0.392 0.229 -0.176 0.001
H 2.00057 -3.16966 -0.93960 -0.554 0.056 1.059 0.000
H 1.65627 -2.92654 -3.84142 0.990 -0.402 -0.023 0.001
H 0.42307 -3.27742 -2.83463 -0.195 0.315 0.692 0.002
H 0.94840 -5.54909 -2.38131 -0.306 0.590 0.724 -0.001
H 2.68380 -5.22350 -2.43451 0.092 0.336 0.925 0.000
H 3.22591 -6.99927 -3.82350 0.372 0.952 0.600 0.000
H 2.83441 -6.67715 -5.48363 -0.420 0.670 -0.037 0.000
H 1.61230 -7.25517 -4.29167 0.277 -1.042 -0.653 0.000
C 1.17266 4.27967 -1.21956 1.906 -0.299 0.820 0.006
O 0.07744 3.61424 -1.80193 1.113 0.994 0.530 0.004
C -1.09377 4.33279 -1.54235 -1.643 -0.384 -0.470 -0.001
C -2.12126 3.46513 -2.20497 -1.538 -0.237 -0.135 -0.001
N -2.26914 2.07454 -1.53792 0.778 2.630 -1.287 0.015
C -3.29247 1.29342 -2.16478 -0.735 -1.077 0.019 0.000
C -3.51298 -0.05797 -1.41423 -0.028 0.947 -0.870 0.000
O -4.09497 0.01423 -0.09628 0.627 -0.641 -1.784 0.000
C -4.68797 -1.25949 0.21522 -0.121 0.775 0.537 0.000
H 2.03659 3.61678 -1.26767 -0.047 -0.037 -0.131 -0.004
H 1.03626 4.48839 -0.15846 -0.447 -0.166 0.071 0.000
H 1.47465 5.22858 -1.66281 -0.538 -0.023 -0.600 0.000
H -1.09266 5.29974 -2.04543 0.215 0.124 -0.016 0.000
H -1.30408 4.49363 -0.48499 0.324 -0.181 0.244 0.000
H -1.81490 3.43541 -3.25061 0.220 -0.943 -0.094 0.000
H -3.07416 3.98294 -2.31433 -0.351 -0.095 0.645 -0.001
H -2.80346 2.26068 -0.70129 0.820 0.581 1.425 -0.004
H -3.02643 1.08599 -3.20127 -0.096 -0.237 -0.061 -0.001
H -4.18632 1.91697 -2.14718 -0.465 -0.345 -0.229 0.001
H -2.55428 -0.57621 -1.39368 0.084 -0.123 0.231 0.000
H -4.13909 -0.56209 -2.15040 -0.493 -0.565 0.417 0.000
H -5.61796 -1.38328 -0.33966 -0.248 0.126 0.177 0.000
H -4.83194 -1.18126 1.29283 -0.404 -0.386 -0.105 0.000
H -4.10103 -2.15199 -0.00173 0.619 0.259 -0.079 0.000
C -5.45223 3.44310 0.02163 1.242 0.040 0.386 0.000
O -4.10407 3.02295 0.41786 -1.247 0.928 -1.519 0.000
C -3.82103 3.12169 1.78797 0.187 -0.937 -0.041 0.000
C -2.48165 2.32020 1.98881 -2.108 1.492 1.312 0.000
N -2.18247 2.35929 3.43428 -0.953 -0.925 -1.133 0.000
C -0.98415 1.59875 3.70636 0.105 -0.503 0.741 0.001
C -1.29949 0.03054 3.84309 0.805 1.016 -0.298 0.000
O -0.22931 -0.77899 4.34081 -0.064 2.099 0.154 0.000
C -0.72033 -2.02455 4.61664 0.614 -1.731 0.750 0.000
H -6.22477 2.77086 0.39497 0.178 -0.302 -0.063 0.000
H -5.44955 3.50288 -1.06673 -0.108 -0.219 0.105 0.000
H -5.68495 4.43894 0.39879 0.194 0.140 0.131 0.000
H -4.70505 2.73411 2.29433 0.344 -0.735 0.585 0.000
H -3.79993 4.15145 2.14471 0.573 0.426 -0.205 0.000
H -1.68613 2.78312 1.40490 0.140 0.026 -0.272 0.000
H -2.67026 1.31334 1.61631 0.182 -0.074 0.210 0.000
H -2.08920 3.32120 3.72778 0.149 -0.029 0.064 0.000
H -0.60833 2.02191 4.63792 0.232 -0.654 0.296 0.000
H -0.27096 1.91950 2.94704 0.634 -0.980 -0.174 0.000
H -1.51833 -0.46695 2.89825 -0.577 0.539 -0.542 0.000
H -2.14909 -0.11056 4.51119 -0.222 0.384 -0.006 0.000
H -1.03122 -2.57736 3.73016 0.076 -0.115 -0.328 0.000
H -1.53590 -2.11112 5.33460 -0.394 0.678 0.103 0.000
H 0.09708 -2.53524 5.12571 0.094 -0.427 -0.239 0.000
```
Forces are in eV/Å.

Results
2S+1: 2
Strongest force on any atom in eV Å⁻¹: 13.98
E_LUMO (alpha / beta) in eV: -3.49 / -6.52
Electronic energy in eV: -159591.8664
Net charge: +1
HOMO energy (alpha / beta) in eV: -10.88 / -10.88
Frontier orbital gap (alpha / beta) in eV: 7.39 / 4.36